{
  "formula": "C40H59F8N3O20S",
  "method": "ωB97M-V/def2-TZVPD",
  "symbols": ["C", "C", "C", "C", "O", "C", "N", "O", "S", "O", "O", "C", "C", "C", "C", "C", "C", "C", "C", "F", "C", "C", "C", "N", "C", "C", "C", "N", "C", "C", "C", "O", "C", "F", "F", "C", "F", "F", "C", "F", "F", "F", "H", "H", "H", "H", "H", "H", "H", "H", "H", "H", "H", "H", "H", "H", "H", "H", "H", "H", "H", "H", "H", "H", "H", "H", "H", "H", "H", "H", "H", "C", "O", "C", "O", "O", "C", "H", "H", "H", "H", "H", "H", "C", "O", "C", "O", "O", "C", "H", "H", "H", "H", "H", "H", "C", "O", "C", "O", "O", "C", "H", "H", "H", "H", "H", "H", "C", "O", "C", "O", "O", "C", "H", "H", "H", "H", "H", "H", "C", "O", "C", "O", "O", "C", "H", "H", "H", "H", "H", "H"],
  "xyz": [[2.259, 0.884, 6.333], [1.721, 0.372, 5.239], [0.420, 0.904, 4.658], [0.386, 0.793, 3.130], [0.340, -0.580, 2.702], [0.158, -1.538, 3.548], [-0.004, -2.400, 4.294], [1.687, 1.287, 2.825], [2.471, 0.705, 1.557], [3.464, 1.695, 1.279], [2.908, -0.631, 1.801], [1.125, 0.738, 0.367], [1.891, 0.675, -0.997], [1.245, 1.096, -2.323], [2.442, -0.776, -1.195], [3.980, -0.873, -1.269], [0.056, 1.890, 0.712], [0.893, 3.182, 0.515], [0.318, 4.604, 0.380], [0.995, 5.223, -0.676], [-0.962, 1.644, -0.421], [-1.324, 2.599, -1.367], [-2.201, 2.266, -2.389], [-2.754, 1.067, -2.547], [-2.389, 0.146, -1.663], [-1.513, 0.380, -0.613], [-0.622, 1.658, 2.224], [-1.980, 1.042, 2.162], [-2.352, -0.083, 3.036], [-3.085, 1.302, 1.298], [-3.421, 2.592, 0.603], [-3.837, 0.371, 1.102], [-0.782, 3.036, 2.984], [-1.412, 3.910, 2.152], [0.418, 3.583, 3.240], [-1.634, 3.163, 4.337], [-0.823, 3.766, 5.241], [-2.048, 2.023, 4.894], [-2.868, 4.118, 4.302], [-3.440, 4.041, 5.503], [-2.501, 5.372, 4.104], [-3.775, 3.752, 3.410], [1.813, 1.712, 6.873], [3.194, 0.486, 6.710], [2.188, -0.481, 4.756], [-0.417, 0.425, 5.157], [0.406, 1.950, 4.958], [0.667, -0.237, 0.513], [2.783, 1.302, -0.943], [0.973, 2.148, -2.356], [2.031, 0.972, -3.075], [0.409, 0.468, -2.628], [2.104, -1.434, -0.394], [2.026, -1.184, -2.119], [4.360, -1.476, -0.442], [4.471, 0.098, -1.188], [4.317, -1.341, -2.195], [1.450, 3.054, -0.415], [1.683, 3.249, 1.259], [-0.745, 4.682, 0.175], [0.515, 5.200, 1.272], [-0.920, 3.598, -1.368], [-2.475, 3.025, -3.115], [-2.820, -0.842, -1.783], [-1.308, -0.442, 0.063], [-3.397, 0.006, 3.321], [-2.191, -1.054, 2.567], [-1.810, -0.072, 3.970], [-4.218, 3.098, 1.144], [-2.610, 3.286, 0.432], [-3.821, 2.317, -0.374], [6.746, -4.997, -4.827], [6.671, -4.347, -6.100], [5.966, -3.219, -6.095], [5.407, -2.742, -5.141], [5.982, -2.706, -7.325], [5.255, -1.482, -7.461], [7.343, -5.892, -4.978], [7.232, -4.354, -4.095], [5.753, -5.272, -4.478], [5.676, -0.713, -6.817], [4.205, -1.631, -7.220], [5.358, -1.191, -8.502], [1.312, -5.104, 4.949], [1.789, -5.527, 6.235], [3.059, -5.915, 6.249], [3.805, -5.939, 5.305], [3.375, -6.276, 7.496], [4.725, -6.717, 7.653], [0.277, -4.822, 5.089], [1.882, -4.251, 4.595], [1.385, -5.924, 4.236], [5.422, -5.923, 7.391], [4.918, -7.592, 7.035], [4.833, -6.973, 8.702], [-6.864, 3.124, -1.753], [-7.500, 4.012, -2.680], [-6.666, 4.593, -3.539], [-5.475, 4.428, -3.585], [-7.376, 5.383, -4.346], [-6.599, 6.071, -5.331], [-7.660, 2.737, -1.125], [-6.374, 2.306, -2.277], [-6.139, 3.664, -1.147], [-6.094, 5.362, -5.984], [-5.866, 6.720, -4.856], [-7.305, 6.665, -5.903], [7.111, -6.462, 0.264], [8.027, -5.925, -0.697], [9.039, -5.240, -0.166], [9.227, -5.053, 1.006], [9.808, -4.796, -1.162], [10.940, -4.035, -0.732], [6.352, -6.985, -0.311], [7.618, -7.159, 0.928], [6.653, -5.665, 0.844], [11.592, -4.638, -0.104], [10.621, -3.148, -0.188], [11.464, -3.745, -1.638], [-12.709, 0.182, -3.874], [-11.809, 0.659, -4.877], [-10.750, 1.312, -4.397], [-10.517, 1.513, -3.233], [-9.997, 1.700, -5.424], [-8.824, 2.428, -5.041], [-13.509, -0.321, -4.409], [-12.207, -0.520, -3.211], [-13.112, 1.010, -3.295], [-8.184, 1.813, -4.411], [-9.092, 3.343, -4.521], [-8.306, 2.668, -5.965]],
  "forces_ev_per_angstrom": [[0.17, -0.06, -0.09], [-0.23, -0.20, -0.13], [0.15, 0.07, 0.68], [0.71, 0.52, 0.30], [-0.54, -0.23, -0.26], [0.18, 0.23, 0.17], [-0.13, 0.12, -0.17], [-0.20, -0.12, -0.11], [0.69, 0.23, -0.35], [-0.26, -0.05, 0.12], [-0.22, 0.00, 0.19], [0.04, -0.09, 0.18], [0.27, -0.36, -0.66], [0.22, 0.14, -0.01], [0.18, -0.05, 0.00], [0.09, -0.18, 0.12], [0.58, -0.53, -0.47], [0.01, 0.62, -0.03], [0.03, 0.12, 0.24], [-0.10, -0.05, 0.02], [0.03, -0.03, -0.12], [0.32, -0.20, -0.32], [0.14, 0.26, -0.10], [0.13, -0.05, 0.06], [0.02, -0.13, 0.00], [0.15, -0.07, -0.07], [-0.80, -0.07, 0.25], [-0.10, 0.45, 0.37], [0.31, -0.38, 0.32], [0.31, -0.45, -0.55], [0.00, 0.44, -0.09], [-0.41, 0.18, 0.51], [-0.25, -0.04, -0.27], [-0.14, -0.10, -0.03], [0.14, 0.00, 0.07], [0.45, 0.65, 0.33], [0.05, -0.09, 0.11], [-0.23, -0.28, -0.36], [-0.05, -0.31, 0.31], [-0.05, 0.04, 0.20], [0.06, 0.18, -0.28], [-0.12, -0.07, -0.38], [0.03, 0.03, -0.09], [-0.12, -0.01, 0.11], [0.04, 0.11, 0.01], [-0.05, -0.14, -0.22], [-0.11, -0.07, -0.25], [-0.12, 0.15, -0.03], [-0.22, 0.18, 0.39], [-0.15, -0.04, 0.01], [-0.07, -0.06, 0.04], [-0.12, 0.09, 0.10], [-0.08, 0.03, -0.02], [-0.11, 0.08, 0.07], [0.01, 0.05, -0.06], [-0.08, 0.03, -0.06], [-0.04, 0.05, 0.01], [-0.20, -0.13, -0.05], [-0.15, -0.21, 0.06], [0.04, -0.06, -0.10], [0.06, -0.02, -0.08], [0.01, -0.03, -0.02], [-0.05, -0.04, 0.00], [-0.03, 0.04, 0.01], [-0.03, 0.07, -0.02], [0.04, -0.03, -0.22], [-0.20, 0.05, -0.09], [0.18, 0.11, -0.07], [-0.03, -0.07, 0.20], [-0.19, 0.02, 0.37], [-0.01, -0.05, 0.19], [0.07, -0.13, 0.10], [0.01, -0.01, -0.02], [0.02, -0.04, -0.01], [-0.04, 0.05, 0.02], [0.01, -0.01, 0.00], [-0.02, 0.07, -0.09], [0.01, 0.02, -0.09], [-0.06, 0.03, 0.02], [-0.02, 0.07, 0.02], [-0.03, -0.02, 0.05], [0.01, 0.00, 0.06], [0.03, -0.04, -0.01], [-0.02, -0.19, -0.02], [-0.01, -0.01, 0.01], [-0.02, 0.00, 0.02], [0.01, -0.01, -0.02], [-0.01, 0.00, 0.00], [0.06, -0.03, 0.09], [0.01, 0.03, 0.09], [0.03, -0.01, -0.02], [0.07, 0.02, -0.01], [0.00, -0.01, -0.06], [0.01, 0.03, -0.05], [-0.05, 0.01, 0.01], [-0.10, -0.11, 0.12], [0.09, 0.10, 0.01], [-0.02, -0.04, 0.07], [0.10, 0.03, -0.02], [-0.02, 0.00, 0.01], [-0.03, 0.07, -0.09], [-0.04, 0.02, -0.04], [0.06, 0.04, -0.02], [0.04, 0.00, -0.05], [0.04, -0.01, 0.04], [0.04, -0.04, 0.01], [-0.04, -0.02, 0.03], [-0.11, -0.06, 0.00], [0.00, 0.00, -0.03], [-0.02, 0.00, -0.04], [0.02, 0.00, 0.02], [0.00, 0.00, -0.01], [0.09, 0.05, -0.06], [0.03, 0.01, -0.04], [0.02, 0.05, 0.04], [0.05, 0.00, 0.04], [-0.03, 0.01, 0.05], [-0.01, -0.03, 0.05], [-0.04, -0.03, -0.03], [-0.10, -0.06, 0.00], [0.00, 0.01, -0.01], [0.00, -0.02, -0.02], [0.01, -0.01, 0.01], [0.01, -0.02, -0.01], [0.07, 0.03, -0.15], [0.02, 0.01, -0.05], [0.02, 0.04, 0.03], [0.05, 0.00, 0.03], [-0.04, 0.02, 0.07], [-0.03, -0.03, 0.08], [-0.06, -0.05, -0.04]],
  "lowdin_charge": [0.04, -0.14, -0.09, -0.33, 0.04, -0.33, 0.25, -0.16, 0.69, -0.22, -0.22, -0.22, -0.32, -0.04, -0.20, -0.07, -0.14, -0.08, -0.19, -0.05, -0.19, -0.05, -0.13, 0.09, -0.12, -0.04, -0.03, 0.01, -0.03, -0.46, 0.02, 0.07, -0.31, 0.09, 0.15, -0.31, 0.14, 0.15, -0.57, 0.19, 0.20, 0.19, 0.07, 0.07, 0.11, 0.12, 0.11, 0.11, 0.11, 0.07, 0.10, 0.08, 0.10, 0.11, 0.07, 0.08, 0.07, 0.12, 0.11, 0.10, 0.12, 0.11, 0.12, 0.12, 0.13, 0.11, 0.10, 0.06, 0.09, 0.06, 0.09, -0.03, 0.01, -0.63, 0.12, 0.00, -0.04, 0.09, 0.10, 0.10, 0.10, 0.10, 0.09, -0.06, 0.01, -0.63, 0.12, 0.00, -0.04, 0.07, 0.08, 0.10, 0.10, 0.10, 0.09, -0.03, -0.01, -0.64, 0.12, -0.01, -0.03, 0.10, 0.10, 0.09, 0.10, 0.10, 0.09, -0.03, 0.00, -0.63, 0.13, 0.00, -0.04, 0.09, 0.10, 0.10, 0.10, 0.10, 0.09, -0.04, 0.00, -0.62, 0.12, 0.01, -0.03, 0.09, 0.10, 0.10, 0.10, 0.09, 0.10],
  "e_above_lowest_kj_mol": 0.0,
  "e_tot_ha": -4425.6575,
  "gap_ev": 10.084,
  "smiles": "C=CC[C@]1(OC#N)OS(=O)(=O)[C@H]([C@H](C)CC)[C@@](CCF)(c2ccncc2)[C@]1(N(C)C(C)=O)C(F)(F)C(F)(F)C(F)(F)F.COC(=O)OC.COC(=O)OC.COC(=O)OC.COC(=O)OC.COC(=O)OC",
  "multiplicity": 1
}

***

{
  "formula": "C40H59N3P3SiTi",
  "method": "ωB97M-V/def2-TZVPD",
  "symbols": ["Ti", "C", "C", "C", "P", "C", "C", "C", "C", "C", "C", "C", "C", "C", "Si", "C", "C", "C", "C", "C", "C", "P", "C", "C", "C", "C", "C", "C", "C", "C", "C", "C", "C", "C", "P", "C", "C", "C", "C", "C", "C", "H", "H", "H", "H", "H", "H", "H", "H", "H", "H", "H", "H", "H", "H", "H", "H", "H", "H", "H", "H", "H", "H", "H", "H", "H", "H", "H", "H", "H", "H", "H", "H", "H", "H", "H", "H", "H", "H", "H", "H", "H", "H", "H", "H", "H", "H", "H", "H", "H", "H", "H", "H", "H", "H", "N", "C", "C", "N", "C", "C", "N", "H", "H", "H", "H", "H"],
  "xyz": [[0.347, -0.165, 0.267], [3.692, -2.296, -0.264], [4.130, -1.038, -1.010], [4.478, -1.425, -2.448], [2.865, 0.315, -0.861], [3.762, 1.904, -1.136], [4.971, 1.861, -2.073], [2.777, 2.988, -1.582], [1.732, 0.010, -2.223], [1.945, 0.230, -3.590], [1.071, -0.297, -4.519], [0.017, -1.109, -4.096], [-0.193, -1.330, -2.749], [0.620, -0.733, -1.757], [-2.026, 0.240, -0.472], [-3.116, -1.128, -0.921], [-4.321, -1.058, -1.626], [-5.010, -2.219, -1.942], [-4.499, -3.446, -1.541], [-3.309, -3.526, -0.824], [-2.600, -2.373, -0.496], [-1.061, -2.391, 0.532], [0.072, -3.743, -0.006], [1.076, -3.967, 1.135], [-0.481, -5.075, -0.514], [-1.703, -2.815, 2.213], [-2.898, -1.933, 2.575], [-2.094, -4.279, 2.419], [-1.890, 1.673, -1.594], [-2.392, 1.776, -2.899], [-2.040, 2.852, -3.695], [-1.204, 3.846, -3.190], [-0.710, 3.771, -1.898], [-1.037, 2.685, -1.092], [-0.587, 2.478, 0.666], [0.651, 3.756, 1.185], [1.946, 3.071, 1.634], [0.175, 4.656, 2.332], [-2.194, 2.999, 1.474], [-3.248, 1.900, 1.553], [-2.787, 4.238, 0.800], [4.460, -3.068, -0.350], [2.776, -2.699, -0.704], [3.516, -2.132, 0.798], [5.016, -0.621, -0.521], [3.610, -1.847, -2.957], [5.255, -2.193, -2.427], [4.852, -0.596, -3.045], [4.131, 2.167, -0.139], [4.681, 1.635, -3.099], [5.729, 1.144, -1.761], [5.443, 2.846, -2.082], [2.602, 2.926, -2.658], [3.175, 3.981, -1.362], [1.802, 2.899, -1.103], [2.810, 0.785, -3.931], [1.232, -0.119, -5.575], [-0.636, -1.565, -4.832], [-1.025, -1.970, -2.474], [-4.722, -0.098, -1.934], [-5.939, -2.169, -2.495], [-5.035, -4.355, -1.782], [-2.957, -4.499, -0.517], [0.597, -3.270, -0.838], [0.630, -4.546, 1.944], [1.459, -3.040, 1.566], [1.934, -4.529, 0.763], [-1.154, -5.560, 0.192], [0.360, -5.753, -0.676], [-0.992, -4.967, -1.471], [-0.871, -2.579, 2.883], [-3.788, -2.241, 2.022], [-2.733, -0.882, 2.357], [-3.118, -2.032, 3.641], [-2.868, -4.591, 1.715], [-2.511, -4.396, 3.422], [-1.252, -4.961, 2.337], [-3.027, 0.996, -3.302], [-2.414, 2.924, -4.708], [-0.943, 4.694, -3.812], [-0.077, 4.569, -1.530], [0.850, 4.375, 0.309], [2.275, 2.282, 0.963], [1.805, 2.623, 2.622], [2.749, 3.806, 1.718], [-0.050, 4.072, 3.228], [-0.689, 5.270, 2.092], [0.991, 5.332, 2.596], [-1.909, 3.247, 2.498], [-3.635, 1.630, 0.549], [-4.131, 2.252, 2.092], [-2.898, 1.007, 2.067], [-3.220, 3.978, -0.168], [-2.058, 5.028, 0.633], [-3.585, 4.646, 1.425], [-0.885, 0.453, 5.332], [0.127, 0.131, 4.494], [-0.054, 0.082, 3.101], [0.940, -0.256, 2.294], [2.135, -0.523, 2.828], [2.300, -0.465, 4.202], [1.315, -0.149, 5.029], [-1.810, 0.658, 5.004], [-0.704, 0.470, 6.322], [-1.008, 0.299, 2.648], [2.944, -0.755, 2.155], [3.267, -0.682, 4.642]],
  "forces_ev_per_angstrom": [[-0.17, 0.82, -0.45], [-0.03, 0.00, -0.03], [0.04, -0.07, 0.02], [0.08, 0.00, -0.03], [-0.34, -0.07, 0.06], [0.12, 0.08, 0.04], [0.04, 0.10, -0.01], [-0.01, -0.01, -0.14], [-0.41, -0.27, -0.07], [0.07, 0.13, 0.04], [-0.02, -0.03, 0.00], [0.06, 0.02, -0.06], [0.10, 0.12, 0.08], [-0.37, -0.33, -0.54], [1.34, -0.25, -0.35], [-0.43, -0.30, 0.16], [0.04, -0.14, -0.01], [0.02, 0.05, 0.01], [0.04, 0.00, 0.02], [-0.02, -0.02, 0.04], [-0.14, -0.10, -0.07], [-0.14, 0.19, -0.19], [0.04, -0.14, 0.04], [0.01, -0.09, 0.03], [0.02, -0.03, -0.03], [-0.08, -0.14, 0.09], [-0.06, -0.08, 0.04], [-0.04, -0.05, 0.07], [-0.24, 0.52, -0.17], [0.14, 0.04, 0.10], [0.06, 0.06, 0.02], [-0.06, -0.03, -0.09], [0.03, -0.03, 0.07], [-0.13, 0.16, -0.15], [-0.04, -0.47, -0.40], [0.02, 0.13, 0.26], [-0.02, 0.00, 0.13], [0.09, 0.10, 0.01], [-0.03, -0.04, 0.14], [-0.02, 0.03, -0.20], [-0.10, 0.03, -0.02], [-0.01, 0.02, -0.01], [0.02, 0.03, -0.01], [0.01, 0.03, 0.02], [0.03, -0.04, 0.04], [0.01, -0.01, 0.03], [-0.01, 0.04, -0.01], [-0.03, 0.00, 0.02], [0.03, -0.01, 0.01], [0.01, 0.01, 0.03], [-0.03, 0.00, 0.01], [-0.01, -0.03, 0.00], [0.00, 0.00, 0.03], [0.02, -0.04, -0.02], [0.02, -0.04, 0.01], [-0.03, 0.01, 0.01], [-0.01, -0.01, 0.01], [0.02, 0.01, 0.02], [0.01, 0.01, 0.05], [0.03, -0.01, 0.03], [0.02, -0.01, 0.02], [0.02, 0.02, 0.01], [0.00, 0.01, -0.03], [0.06, 0.01, -0.03], [0.08, 0.02, -0.04], [-0.02, 0.07, -0.03], [-0.03, 0.00, 0.00], [0.04, 0.01, -0.01], [-0.02, 0.01, -0.01], [-0.02, 0.03, 0.02], [0.03, -0.01, 0.04], [0.03, 0.00, 0.02], [0.04, 0.07, -0.03], [0.01, 0.00, -0.04], [0.01, 0.03, 0.03], [0.02, 0.00, -0.03], [-0.07, -0.01, -0.01], [0.00, 0.01, 0.02], [0.01, 0.01, 0.02], [-0.01, -0.03, 0.01], [-0.01, -0.01, -0.01], [0.02, 0.01, -0.02], [-0.03, 0.00, -0.02], [0.01, 0.01, -0.02], [-0.03, 0.00, 0.01], [0.03, 0.01, -0.03], [0.04, -0.02, 0.00], [-0.01, 0.00, 0.00], [0.00, 0.00, 0.01], [0.05, 0.04, 0.18], [0.03, 0.05, -0.03], [-0.02, 0.00, 0.00], [0.01, 0.00, 0.03], [-0.01, -0.02, -0.03], [0.03, -0.01, -0.03], [0.16, -0.01, -0.07], [-0.19, 0.08, 0.17], [0.02, -0.06, 0.37], [0.08, -0.12, 0.76], [0.10, 0.02, 0.07], [0.02, 0.00, 0.01], [0.11, -0.02, -0.01], [-0.01, -0.02, -0.01], [0.00, 0.00, 0.00], [-0.12, 0.00, -0.03], [0.04, -0.02, -0.01], [-0.04, 0.01, 0.03]],
  "lowdin_charge": [0.50, -0.12, -0.51, -0.09, 1.06, -0.53, -0.10, -0.11, -0.41, -0.08, -0.05, -0.05, -0.12, -0.30, 0.80, -0.33, -0.06, -0.04, -0.02, -0.06, -0.36, 1.04, -0.51, -0.11, -0.09, -0.51, -0.10, -0.08, -0.33, -0.06, -0.04, -0.03, -0.08, -0.39, 1.05, -0.51, -0.13, -0.10, -0.51, -0.13, -0.08, 0.10, 0.06, 0.04, 0.11, 0.08, 0.09, 0.06, 0.10, 0.07, 0.07, 0.09, 0.08, 0.10, 0.02, 0.10, 0.12, 0.12, 0.08, 0.11, 0.12, 0.12, 0.09, 0.07, 0.07, 0.05, 0.09, 0.07, 0.09, 0.08, 0.10, 0.09, 0.02, 0.10, 0.08, 0.10, 0.06, 0.11, 0.12, 0.12, 0.11, 0.09, 0.00, 0.08, 0.10, 0.08, 0.07, 0.10, 0.10, 0.07, 0.11, 0.02, 0.09, 0.07, 0.10, 0.17, -0.34, -0.11, -0.07, -0.12, -0.07, 0.16, 0.11, 0.12, 0.06, 0.08, 0.13],
  "e_tot_ha": -3886.4168,
  "charge": 2,
  "gap_ev": [6.920, 7.131],
  "multiplicity": 2
}